# 1
Below is a 9-piece molecular cluster, C33H72BrI2N9O10 overall at a distorted geometry, with properties calculated with wB97M-V/def2-TZVPD.

Net charge: 0

XYZ file:
```
127
Properties=species:S:1:pos:R:3:forces:R:3:mulliken_charge:R:1
C 5.160 -4.180 -1.080 -0.0822 0.0901 0.7139 -0.919
C 3.814 -4.917 -1.663 -0.5192 -0.3655 -0.2617 0.233
C 3.534 -4.662 -3.262 1.1513 -0.4878 -0.0155 -0.784
C 3.334 -3.092 -3.681 0.2151 0.2596 -0.6091 -0.220
C 1.791 -2.568 -3.768 0.8849 0.3442 -1.7286 -0.345
N 0.996 -2.564 -2.504 0.8465 0.1131 2.2957 0.843
C 1.586 -1.801 -1.364 4.3101 -0.5308 3.7638 0.131
O 2.732 -2.028 -0.714 -6.8382 0.9739 -4.5810 -0.434
O 0.762 -0.669 -0.821 2.2803 -2.6196 -1.3112 -0.398
Br 1.683 0.128 0.593 -0.7905 -0.1273 -0.7173 0.084
C 0.334 -3.856 -2.153 -0.1874 -0.1708 1.2044 -0.761
I -1.611 -3.831 -3.254 0.8189 -0.5078 -0.7182 0.098
C -0.068 -4.082 -0.586 -0.0058 -2.2789 -0.3497 -0.355
C -0.535 -5.685 -0.457 0.0459 0.1563 0.1354 -0.799
I -1.894 -2.930 -0.060 1.3067 -0.2321 0.8192 0.201
H 5.350 -3.100 -1.507 -0.6612 -2.1599 0.8533 0.176
H 6.165 -4.786 -1.274 -2.3434 1.0585 0.3355 0.332
H 5.000 -4.089 0.098 0.5674 -0.1169 -2.5726 0.221
H 2.821 -4.611 -1.076 2.4135 -0.4073 -1.0680 -0.304
H 3.930 -6.077 -1.487 -0.1900 2.2368 -0.4079 0.374
H 4.505 -5.053 -3.835 -2.0320 0.8344 1.1989 0.360
H 2.658 -5.376 -3.649 1.7231 1.7632 0.8327 0.272
H 3.951 -2.329 -3.004 -1.3362 -1.9535 -1.2946 0.089
H 3.800 -2.978 -4.772 -1.2086 -0.1134 2.2488 0.387
H 1.795 -1.469 -4.199 0.0620 -2.3735 0.8799 -0.104
H 1.200 -3.233 -4.561 1.1018 1.3931 1.8928 0.337
H 0.858 -4.834 -2.527 -0.7171 2.1953 0.5845 0.125
H 0.799 -3.961 0.189 -1.5550 0.3451 -1.6573 0.473
H 0.221 -6.356 -1.064 -1.4061 1.2888 1.2588 0.278
H -1.607 -5.816 -0.917 2.1652 0.2160 0.9595 0.242
H -0.540 -6.038 0.683 -0.0109 0.9370 -2.6022 0.302
C 0.999 0.919 -4.881 -0.5493 0.8964 -0.7848 0.312
O 1.733 0.066 -5.365 -0.2553 0.6288 -0.2118 -0.777
N 0.365 1.921 -5.584 0.7594 -1.3640 0.9910 0.204
C -0.490 2.894 -4.936 -0.0636 -0.2009 -0.5571 -0.987
C 0.560 2.006 -7.017 0.2075 -0.2950 0.0241 -1.030
H 0.783 0.946 -3.801 -0.0988 0.0923 -0.0353 0.190
H -1.493 2.824 -5.366 -0.0632 0.0614 0.0918 0.376
H -0.083 3.894 -5.111 -0.4150 -0.5224 -0.0199 0.403
H -0.547 2.712 -3.859 0.1050 0.0398 -0.3262 0.265
H 0.223 1.073 -7.478 0.1014 0.1505 -0.1403 0.296
H 1.626 2.137 -7.224 -0.1282 -0.0331 -0.1838 0.302
H -0.002 2.846 -7.434 0.0717 -0.1431 0.2093 0.405
C 3.999 -2.688 5.633 0.0288 0.1509 -0.7898 0.104
O 4.733 -3.541 5.149 -0.6455 0.8110 0.1690 -0.574
N 3.365 -1.686 4.930 0.5005 -0.8659 0.9621 0.162
C 2.510 -0.713 5.578 0.1079 -0.1140 -0.2251 -0.891
C 3.560 -1.601 3.497 0.2298 -0.2707 -0.0290 -0.794
H 3.783 -2.661 6.713 -0.0752 0.1028 -0.0275 0.267
H 1.507 -0.783 5.148 -0.0230 0.1738 0.1478 0.313
H 2.917 0.287 5.403 -0.1895 0.0476 0.1228 0.308
H 2.453 -0.895 6.655 0.0624 -0.0358 -0.1849 0.304
H 3.223 -2.534 3.036 0.0880 0.1890 -0.1582 0.321
H 4.626 -1.470 3.290 -0.1444 -0.0332 -0.1804 0.304
H 2.998 -0.761 3.080 0.0764 -0.1931 0.1999 0.142
C 1.068 5.648 -3.510 0.7193 -0.3116 0.6619 0.023
O 0.090 4.912 -3.473 0.9117 1.0923 0.8423 -0.616
N 2.285 5.392 -2.916 -1.3863 0.4860 -0.8079 0.231
C 3.396 6.317 -3.006 0.0457 -0.1593 0.1200 -0.549
C 2.461 4.159 -2.177 -0.2378 -0.1464 0.0032 -0.936
H 1.043 6.612 -4.045 0.1299 -0.0169 0.0352 0.314
H 4.238 5.813 -3.488 0.0816 0.1778 0.0765 0.326
H 3.681 6.627 -1.997 0.2190 0.0696 -0.3583 -0.054
H 3.125 7.201 -3.590 -0.0412 -0.1506 0.1235 0.318
H 2.284 3.313 -2.848 0.0433 -0.0610 0.2123 0.194
H 1.729 4.123 -1.364 0.0999 -0.1917 -0.0300 0.320
H 3.472 4.096 -1.765 -0.1473 0.1126 -0.1327 0.353
C -5.972 -4.499 3.603 0.9428 0.8338 0.0656 -0.003
O -5.716 -5.310 2.722 0.1262 0.4948 0.9730 -0.635
N -5.187 -3.421 3.951 -0.9476 -1.2406 -0.2745 0.272
C -5.561 -2.505 5.008 0.1558 -0.4205 -0.3153 -0.498
C -3.947 -3.196 3.237 -0.0744 -0.3029 -0.2620 -0.887
H -6.891 -4.577 4.208 0.0490 0.1198 0.0614 0.308
H -5.651 -1.499 4.589 -0.0976 -0.0451 0.2628 0.352
H -4.783 -2.515 5.777 -0.0992 0.1509 0.0789 0.327
H -6.515 -2.793 5.459 0.5196 0.0050 -0.3582 -0.117
H -4.167 -3.062 2.174 0.2181 -0.0323 0.0648 0.149
H -3.303 -4.073 3.356 0.0938 0.1609 -0.1755 0.286
H -3.435 -2.309 3.622 -0.1914 -0.1611 -0.0051 0.389
C 6.863 6.201 -1.336 0.4451 -0.1777 -0.4776 0.205
O 6.413 5.095 -1.063 0.3705 0.5784 -0.4216 -0.625
N 7.810 6.462 -2.303 -0.9726 -0.0551 1.0174 0.115
C 8.292 7.802 -2.566 0.0081 -0.1965 -0.0322 -0.936
C 8.341 5.363 -3.083 -0.1719 -0.2368 0.1516 -0.933
H 6.528 7.106 -0.803 0.0669 0.0481 -0.1135 0.252
H 8.075 8.059 -3.606 0.1083 0.1851 0.0845 0.338
H 9.373 7.828 -2.398 -0.0507 0.2056 -0.0736 0.351
H 7.810 8.530 -1.908 0.0183 -0.1913 -0.0841 0.295
H 7.518 4.871 -3.609 0.2115 -0.1012 -0.0159 0.264
H 8.809 4.641 -2.408 -0.0229 -0.0529 -0.2276 0.297
H 9.077 5.723 -3.806 -0.1656 0.0294 0.1798 0.389
C -5.656 -4.631 -1.765 -0.3916 -0.3502 0.7674 0.109
O -5.267 -3.639 -1.161 -0.3813 -0.7037 -0.2300 -0.589
N -6.412 -5.649 -1.225 0.6974 0.9267 -1.0572 0.164
C -6.833 -6.792 -2.008 0.0580 0.2150 0.2106 -0.954
C -6.799 -5.575 0.168 0.4084 0.2220 -0.0021 -0.968
H -5.418 -4.787 -2.830 -0.0468 -0.1083 -0.0050 0.282
H -7.926 -6.835 -2.012 0.0467 -0.1910 -0.1152 0.328
H -6.432 -7.701 -1.551 -0.1261 -0.0792 -0.1676 0.325
H -6.473 -6.719 -3.038 -0.0177 0.0506 0.1683 0.299
H -7.385 -4.665 0.328 0.0419 -0.0923 0.1785 0.278
H -5.897 -5.527 0.786 -0.4895 -0.0058 -0.1834 0.407
H -7.393 -6.449 0.451 0.1380 0.1178 -0.1381 0.369
C 3.117 8.197 -0.055 -0.4109 0.7641 0.4302 0.236
O 3.927 8.819 -0.731 -0.5840 -0.2026 0.5096 -0.644
N 2.167 8.759 0.772 0.9648 -0.8425 -0.8430 0.121
C 1.243 7.951 1.541 0.0400 0.1831 -0.0376 -0.917
C 2.090 10.201 0.876 0.2547 0.0891 -0.2112 -0.944
H 3.088 7.095 -0.060 -0.1238 0.0186 0.1421 0.233
H 0.221 8.205 1.244 -0.0136 -0.1632 0.1611 0.345
H 1.382 8.169 2.603 -0.1646 -0.1533 -0.0158 0.346
H 1.412 6.885 1.367 0.0296 0.1977 -0.0266 0.286
H 1.894 10.619 -0.116 0.0384 0.1379 0.1771 0.295
H 3.049 10.584 1.236 -0.1654 0.1444 -0.0612 0.297
H 1.293 10.496 1.564 0.1397 -0.1707 -0.1254 0.375
C -8.571 -1.220 6.983 -0.3591 -0.6723 -0.0344 0.107
O -7.546 -1.377 6.332 -1.3200 0.2108 0.8073 -0.535
N -9.535 -2.181 7.202 0.9301 1.1976 -0.1144 0.105
C -10.723 -1.915 7.986 0.0806 -0.1494 -0.1071 -0.928
C -9.355 -3.500 6.631 0.2938 0.0659 -0.1479 -0.901
H -8.807 -0.255 7.462 -0.0978 -0.0900 0.0243 0.233
H -10.746 -2.601 8.838 -0.1876 0.1280 0.0130 0.328
H -11.604 -2.077 7.359 -0.0727 0.0606 0.2086 0.330
H -10.729 -0.885 8.355 0.0762 -0.1664 -0.1035 0.295
H -8.425 -3.930 7.014 -0.1123 -0.1309 -0.1312 0.277
H -9.279 -3.409 5.543 0.0104 -0.1985 0.0717 0.277
H -10.196 -4.150 6.888 0.1414 0.2087 -0.0076 0.392
```
Forces are in eV/Å.

---

# 2
Below is a 3-piece molecular cluster, C33H72N5O4 overall at a distorted geometry, with properties calculated with wB97M-V/def2-TZVPD.

Net charge: +1

XYZ file:
```
114
Properties=species:S:1:pos:R:3:forces:R:3:mulliken_charge:R:1
C -3.713 -1.320 0.890 1.0028 -0.3961 -1.1541 -1.247
C -2.156 -1.414 1.346 -0.3836 -0.1502 1.4572 0.930
C -2.185 -1.615 2.964 -1.1872 -0.2261 -0.1966 -0.880
C -1.378 -2.673 0.709 -0.6591 0.9739 2.4205 -1.309
N -0.631 -2.348 -0.578 -0.5870 -0.1063 1.3183 1.056
C -1.439 -1.561 -1.570 -1.0452 0.0948 -1.6959 -0.939
N -0.352 -3.615 -1.190 -0.7071 -1.3381 -0.0266 -0.846
C 0.699 -1.739 -0.203 2.9515 0.2512 -1.0032 -0.712
C 1.371 -0.854 -1.399 -0.3266 -0.4571 0.8022 -0.288
C 2.942 -0.819 -1.082 -0.1425 -0.7885 -0.2216 -0.254
C 3.807 0.162 -2.015 0.5854 0.4996 1.1227 -0.671
C 3.034 1.468 -2.536 1.3749 0.3648 -1.1680 -0.285
C 3.982 2.795 -2.600 -1.4261 0.7692 -0.0641 -0.574
C 3.004 4.096 -2.576 0.4838 -0.1968 0.1967 -0.969
C 1.899 4.093 -3.737 0.0620 0.9050 0.2103 -0.208
C 2.618 4.431 -5.134 -0.3723 0.2311 0.1279 -0.633
C 1.711 5.358 -6.126 1.0812 -0.2942 0.5489 -0.572
C 0.160 4.964 -6.109 0.3798 0.0329 -0.0524 -0.136
C -0.707 5.677 -7.287 -0.4947 -1.2412 1.3491 -0.953
N -0.863 4.716 -8.433 0.2258 0.4919 -0.8993 0.238
C -1.902 3.710 -8.530 2.9915 -1.1037 -4.7236 -0.279
C -1.590 2.962 -9.873 1.9001 3.2278 2.2147 -0.454
C -0.318 3.652 -10.490 -1.6804 1.4147 3.8348 -0.500
C 0.084 4.789 -9.520 -2.9400 -4.2633 -1.6459 -0.227
H -3.785 -0.639 -0.034 -0.2377 -0.8305 1.5676 0.280
H -4.003 -2.373 0.532 0.1244 1.5131 0.7184 0.244
H -4.410 -1.008 1.739 1.1221 -0.2809 -1.3388 0.381
H -1.580 -0.439 1.165 -0.7916 -1.4252 -0.0851 0.337
H -1.368 -2.314 3.347 -0.9471 1.2250 -0.3969 0.335
H -2.218 -0.606 3.526 0.3794 -1.6594 -1.0153 0.317
H -3.205 -2.110 3.192 1.7521 0.5751 -0.2014 -0.046
H -0.573 -2.992 1.477 -1.1175 0.4524 -1.4570 0.354
H -2.086 -3.566 0.607 0.9037 1.3745 -0.3660 0.339
H -1.405 -0.433 -1.429 0.0223 -1.6982 0.2032 0.290
H -2.528 -1.949 -1.539 1.8135 0.7082 0.1093 0.400
H -1.016 -1.819 -2.611 -0.6013 0.5166 1.7535 0.380
H -1.298 -3.954 -1.473 0.9592 0.1399 -0.0470 0.332
H -0.117 -4.235 -0.384 0.1083 0.4510 -0.8886 0.339
H 0.703 -1.167 0.782 -0.5565 -0.6209 -1.4571 0.357
H 1.428 -2.627 -0.062 -1.4106 1.2714 -0.0581 0.203
H 0.846 0.158 -1.358 1.0297 -1.1856 -0.2140 0.268
H 1.194 -1.320 -2.434 0.2011 0.5895 1.6347 0.191
H 3.084 -0.656 0.054 -0.1284 0.1641 -1.8142 -0.085
H 3.335 -1.890 -1.287 -0.6937 1.6039 0.4290 0.297
H 4.317 -0.446 -2.852 -1.0961 1.1106 1.1223 0.384
H 4.682 0.544 -1.358 -1.3207 -0.6953 -1.0039 0.215
H 2.756 1.264 -3.641 -0.1260 0.3654 1.9058 0.193
H 2.127 1.774 -1.916 1.1645 -0.7322 -0.7983 0.128
H 4.651 2.893 -1.678 -0.6834 -0.3857 -1.4007 0.308
H 4.566 2.870 -3.581 -0.5254 -0.4663 1.5525 0.289
H 2.572 4.175 -1.511 0.3020 -0.1852 -1.6279 0.293
H 3.646 5.050 -2.713 -1.0076 -1.5177 0.2145 0.457
H 1.140 4.935 -3.500 1.2679 -1.2599 -0.3412 0.273
H 1.274 3.132 -3.796 1.0726 1.3024 0.1417 0.229
H 2.964 3.465 -5.641 -0.6083 1.2969 0.5537 0.227
H 3.562 5.029 -4.887 -1.2326 -0.8494 -0.4359 0.325
H 1.924 6.442 -5.788 -0.7569 -1.5625 -0.5673 0.274
H 2.209 5.252 -7.162 -1.1620 0.1612 1.3793 0.188
H 0.110 3.813 -6.197 -0.1537 1.8056 -0.1613 0.237
H -0.325 5.208 -5.093 0.8891 -0.1636 -1.5239 0.276
H -1.755 5.850 -6.851 1.5104 -0.0260 -0.8105 0.319
H -0.247 6.674 -7.598 -0.6537 -1.5338 0.1974 0.347
H -2.749 3.477 -7.803 1.6860 0.8456 -0.9876 0.294
H -2.173 2.067 -10.298 1.0826 1.7431 0.7937 0.305
H 0.224 3.383 -11.451 -0.9650 0.4375 1.5434 0.326
H 0.944 5.536 -9.626 -1.7220 -1.2306 0.5613 0.301
C -6.404 -5.128 7.578 0.2092 -0.1781 -0.0700 -0.734
O -6.245 -6.230 6.696 -0.3325 0.3235 0.0960 -0.345
C -7.486 -6.686 6.151 0.3082 -0.4248 -0.4069 -0.809
C -7.498 -6.474 4.638 -0.0107 0.3917 0.4116 -0.209
N -7.578 -5.048 4.312 0.0907 -0.2576 -0.1977 -0.316
C -7.367 -4.762 2.893 0.1567 0.2359 0.3173 -0.749
C -5.967 -5.039 2.325 -0.3720 0.2452 -0.3737 -0.597
O -4.954 -4.189 2.858 0.0971 -0.3937 -0.0212 -0.255
C -4.341 -4.676 4.045 0.0673 0.3490 -0.0169 -0.810
H -5.428 -4.890 8.002 -0.0413 -0.0997 -0.0646 0.237
H -6.770 -4.249 7.039 -0.1427 0.0774 0.1179 0.315
H -7.088 -5.379 8.394 -0.0185 0.1142 -0.0302 0.350
H -8.348 -6.210 6.628 0.1361 0.1356 -0.0725 0.402
H -7.545 -7.760 6.355 -0.0504 0.0446 -0.0231 0.395
H -8.361 -6.991 4.207 0.0399 0.0581 -0.0127 0.402
H -6.585 -6.920 4.227 -0.0078 -0.2678 0.0573 0.176
H -6.876 -4.548 4.849 -0.1533 -0.0695 -0.0198 0.086
H -7.581 -3.698 2.755 0.0630 -0.0639 -0.1163 0.370
H -8.110 -5.310 2.303 0.0874 -0.0561 0.0482 0.426
H -6.005 -4.816 1.253 0.0058 0.0268 0.0394 0.344
H -5.680 -6.094 2.401 0.0589 0.0431 0.2127 0.383
H -4.296 -5.768 4.077 -0.1259 0.0335 0.0156 0.400
H -4.862 -4.293 4.924 0.0525 -0.2213 0.1328 0.298
H -3.319 -4.289 4.078 -0.0384 -0.0271 -0.0489 0.234
C 5.339 4.768 4.282 0.0529 -0.0046 -0.2778 -0.745
O 6.172 4.020 3.408 -0.1187 -0.0089 0.4568 -0.324
C 7.113 3.200 4.107 0.1982 -0.2906 -0.5642 -0.810
C 6.820 1.725 3.834 -0.3136 0.3725 0.2973 -0.168
N 5.577 1.311 4.488 0.1755 -0.1505 -0.2429 -0.308
C 5.122 -0.020 4.084 -0.2512 0.3296 0.0594 -1.125
C 4.672 -0.192 2.626 -0.0915 -0.4525 0.3285 -0.261
O 3.490 0.536 2.302 0.3666 0.0060 -0.2500 -0.376
C 3.724 1.866 1.856 -0.4026 -0.0234 0.0750 -0.598
H 4.706 5.416 3.674 0.1014 -0.0685 -0.0283 0.237
H 4.696 4.105 4.867 0.0066 0.0732 0.1854 0.317
H 5.940 5.394 4.949 -0.0931 -0.0398 0.0615 0.352
H 7.130 3.412 5.181 -0.1881 -0.0419 -0.0696 0.401
H 8.102 3.442 3.706 -0.0168 -0.0377 0.0575 0.391
H 7.647 1.117 4.214 -0.0697 -0.0055 -0.0102 0.400
H 6.758 1.588 2.749 0.2442 0.0679 -0.1054 0.138
H 4.848 1.982 4.263 0.1297 -0.0586 0.0897 0.126
H 4.273 -0.268 4.729 0.0171 -0.0891 -0.1151 0.387
H 5.908 -0.749 4.307 0.0158 0.0730 -0.0880 0.468
H 4.415 -1.248 2.492 -0.0198 0.0304 0.0111 0.397
H 5.474 0.015 1.908 -0.0398 0.2140 0.0200 0.330
H 4.668 1.966 1.316 0.0386 -0.0178 0.1142 0.275
H 3.693 2.559 2.699 0.1801 0.1406 -0.1096 0.265
H 2.910 2.141 1.180 0.0191 -0.0756 -0.0052 0.243
```
Forces are in eV/Å.

---

Kohn-Sham gap, record by record: 0.268; 0.251 Eh
Highest occupied orbital energy, record by record: -7.847; -9.180 eV